Entry 1:
DFT (ωB97M-V with the def2-TZVPD basis set) results for the molecule CF4N2 at a distorted geometry.

Results
- Multiplicity: 3
- Highest occupied orbital energy (alpha / beta): -0.2431 / -0.4141 Ha
- Orbital gap (alpha / beta): 7.47 / 7.04 eV
- Expectation value of S²: 2.013
- ΔE to the lowest compared entry with this formula, charge and spin: 82.6 kcal/mol

Atoms and positions in Å:
C (-0.2233, 0.4339, 0.1439)
N (0.9736, 0.5411, 0.4101)
N (-0.7226, -1.1127, -0.4958)
F (-1.2630, 1.1806, 0.1854)
F (1.3331, 1.7854, 0.8828)
F (0.0693, -1.1525, -1.6127)
F (-0.0887, -1.8776, 0.4327)

***

Entry 2:
DFT (ωB97M-V with the def2-TZVPD basis set) results for a structure of composition C28H33B2F4N10STa.

Results
- Multiplicity: 1
- Highest occupied orbital energy: -0.5065 Ha
- Charge: +2
- Orbital gap: 6.31 eV
- ΔE to the lowest compared entry with this formula, charge and spin: 7.3 kcal/mol

Atoms and positions in Å:
Ta (0.0476, -0.2677, -0.3606)
C (0.1296, -3.4358, 1.8183)
C (-1.1113, -2.6825, 1.5024)
C (-2.4209, -3.0469, 1.7280)
C (-3.2188, -2.0176, 1.2329)
C (-4.7027, -1.9190, 1.2218)
N (-2.4188, -1.0615, 0.7459)
N (-1.1016, -1.4650, 0.9028)
B (-2.7592, 0.4060, 0.3643)
N (-1.8734, 1.2906, 1.2582)
N (-0.5139, 1.2123, 1.0965)
C (0.0334, 2.1907, 1.8613)
C (1.4808, 2.5464, 1.9165)
C (-0.9843, 2.8511, 2.5277)
C (-2.1762, 2.2601, 2.1275)
C (-3.5732, 2.5859, 2.5212)
N (-2.3690, 0.8062, -1.1122)
N (-1.0636, 1.1738, -1.4315)
C (-1.1203, 2.0455, -2.4634)
C (0.0393, 2.8443, -2.9412)
C (-2.4383, 2.1519, -2.8751)
C (-3.1948, 1.3743, -2.0103)
C (-4.6705, 1.1962, -1.9791)
H (-0.1211, -4.3095, 2.4148)
H (0.8323, -2.8187, 2.3800)
H (0.6201, -3.7730, 0.9057)
H (-2.7645, -3.9594, 2.1837)
H (-5.1316, -2.8345, 1.6203)
H (-5.0761, -1.7762, 0.2078)
H (-5.0472, -1.0831, 1.8306)
H (-3.9147, 0.6016, 0.5307)
H (1.9561, 2.4862, 0.9382)
H (2.0247, 1.9010, 2.6069)
H (1.5691, 3.5707, 2.2735)
H (-0.8729, 3.6783, 3.2074)
H (-3.5700, 3.3736, 3.2699)
H (-4.0760, 1.7141, 2.9395)
H (-4.1509, 2.9308, 1.6632)
H (0.9090, 2.7222, -2.3015)
H (-0.2496, 3.8960, -2.9261)
H (0.3100, 2.5861, -3.9644)
H (-2.8117, 2.7628, -3.6795)
H (-5.1059, 1.6095, -2.8852)
H (-5.1103, 1.7111, -1.1242)
H (-4.9365, 0.1417, -1.9135)
S (1.9098, -0.4634, 1.0728)
C (3.2386, -0.1258, -0.0124)
N (4.5428, -0.0553, 0.2463)
N (5.0946, -0.3310, 1.3507)
C (4.5224, -0.9336, 2.5300)
C (4.4002, -0.1727, 3.6811)
C (3.8707, -0.7684, 4.8163)
C (3.4914, -2.1041, 4.7880)
C (3.6470, -2.8577, 3.6305)
C (4.1694, -2.2749, 2.4875)
N (2.9793, 0.1595, -1.2862)
N (1.7697, 0.1371, -1.6895)
C (1.7128, 0.3164, -3.1395)
C (2.7407, 1.0071, -3.7791)
C (2.6919, 1.1842, -5.1491)
C (1.6354, 0.6687, -5.8922)
C (0.6254, -0.0268, -5.2499)
C (0.6586, -0.1993, -3.8724)
H (6.0948, -0.1588, 1.3446)
H (4.7141, 0.8636, 3.6897)
H (3.7691, -0.1933, 5.7263)
H (3.0937, -2.5673, 5.6809)
H (3.3819, -3.9064, 3.6243)
H (4.3153, -2.8504, 1.5817)
H (3.5669, 1.4080, -3.2118)
H (3.4886, 1.7261, -5.6403)
H (1.6087, 0.8031, -6.9648)
H (-0.1932, -0.4516, -5.8148)
H (-0.1412, -0.7500, -3.4139)
F (0.6148, -2.2486, -1.0589)
B (-0.5873, -2.7712, -1.8609)
F (-1.3018, -1.4717, -1.7952)
F (-0.2047, -3.0565, -3.1023)
F (-1.2227, -3.7060, -1.1470)

***

Entry 3:
DFT (ωB97M-V with the def2-TZVPD basis set) results for the molecule C2H10N4 at a distorted geometry.

Results
- SMILES string: CCN(N)NN
- Multiplicity: 1
- Highest occupied orbital energy: -0.2955 Ha
- Orbital gap: 9.24 eV
- ΔE to the lowest compared entry with this formula, charge and spin: 93.1 kcal/mol

Atoms and positions in Å:
C (-2.0310, 0.5117, -0.4264)
C (-0.5369, 0.4204, -1.0302)
N (0.5195, 0.3588, 0.0204)
N (1.7285, 0.6615, -0.6172)
N (0.4888, -0.9485, 0.6974)
N (0.7368, -0.9409, 2.0439)
H (-2.2766, -0.5098, 0.0252)
H (-2.2063, 1.2466, 0.3815)
H (-2.8541, 0.5856, -1.2556)
H (-0.5477, -0.5088, -1.6755)
H (-0.2549, 1.2914, -1.5411)
H (1.8231, 0.4288, -1.7065)
H (2.5029, 0.1288, -0.0944)
H (1.1401, -1.6870, 0.2336)
H (1.6692, -0.6335, 2.2911)
H (0.0985, -0.4051, 2.6538)

***

Entry 4:
DFT (ωB97M-V with the def2-TZVPD basis set) results for a cluster of 2 separate species, C2H5NO5S in total at a distorted geometry.

Results
- SMILES string: O=S(O)(O)=C1OO1.C=N
- Multiplicity: 1
- Highest occupied orbital energy: -0.3343 Ha
- Orbital gap: 9.60 eV
- ΔE to the lowest compared entry with this formula, charge and spin: 152.0 kcal/mol

Atoms and positions in Å:
O (-2.4499, 1.3627, -0.5924)
S (-1.3070, 0.7257, -0.0286)
O (-1.0283, 1.3809, 1.4428)
O (-0.0456, 1.2909, -0.8189)
C (-1.4028, -1.2419, 0.3289)
O (-2.7133, -1.2598, 0.6526)
O (-2.2799, -1.5547, -0.6625)
H (-1.2987, 2.3026, 1.4530)
H (0.8368, 0.8932, -0.5430)
C (2.1554, -1.1302, -0.3041)
N (2.2194, 0.1155, -0.2070)
H (1.1779, -1.5728, -0.4645)
H (2.9937, -1.8230, -0.2164)
H (3.1422, 0.5110, -0.0399)

***

Entry 5:
DFT (ωB97M-V with the def2-TZVPD basis set) results for a cluster of 3 separate species, C5H13NS in total at a distorted geometry.

Results
- Multiplicity: 1
- Highest occupied orbital energy: -0.3175 Ha
- Orbital gap: 7.50 eV
- ΔE to the lowest compared entry with this formula, charge and spin: 89.2 kcal/mol

Atoms and positions in Å:
C (-2.8858, 1.5520, -1.2098)
C (-1.5114, 1.2509, -0.7073)
S (-1.4010, 0.8940, 1.0516)
H (-3.3467, 2.3441, -0.6498)
H (-3.5178, 0.6340, -1.0886)
H (-2.8789, 1.8133, -2.2889)
H (-0.8525, 2.0335, -1.0212)
H (-1.1739, 0.3439, -1.2605)
C (1.0585, -1.4429, 1.7004)
C (1.7180, -1.1616, 0.3991)
C (1.4958, -1.8457, -0.7395)
N (2.6364, -0.0213, 0.4131)
H (0.4562, -2.4218, 1.6775)
H (1.8010, -1.4274, 2.5287)
H (0.3063, -0.6005, 1.8752)
H (1.8627, -1.4155, -1.7282)
H (0.8604, -2.7284, -0.6777)
H (2.2191, 0.6346, 1.1987)
H (0.6297, 1.0983, 0.9412)
H (2.5240, 0.4665, -0.4140)

***

Entry 6:
DFT (ωB97M-V with the def2-TZVPD basis set) results for a cluster of 12 separate species, C43H86O19S7 in total at a distorted geometry.

Results
- SMILES string: O=S1(=O)CCCC1.O=S1(=O)CCCC1.O=S1(=O)CCCC1.O=S1(=O)CCCC1.O=S1(=O)CCCC1.O=S1(=O)CCCC1.O=S1(=O)CCCC1.CC(C)=O.CC(C)=O.CC(C)=O.CC(C)=O.CC(C)=O
- Multiplicity: 1
- Highest occupied orbital energy: -0.3625 Ha
- Orbital gap: 9.62 eV
- ΔE to the lowest compared entry with this formula, charge and spin: 49.1 kcal/mol

Atoms and positions in Å:
O (-0.7221, 2.4647, -3.9646)
S (-1.3279, 1.4909, -4.9416)
O (-0.5397, 1.2037, -6.1576)
C (-1.9200, -0.0122, -4.0636)
C (-3.3321, 0.2380, -3.5470)
C (-4.0781, 0.8442, -4.7276)
C (-3.0884, 1.9522, -5.3067)
H (-1.1354, -0.2331, -3.3399)
H (-2.0146, -0.8141, -4.7957)
H (-3.7571, -0.6817, -3.1449)
H (-3.2795, 0.8627, -2.6554)
H (-5.0906, 1.0918, -4.4087)
H (-4.2555, 0.1073, -5.5109)
H (-3.2810, 2.9528, -4.9197)
H (-3.2787, 1.9448, -6.3800)
O (4.7203, 0.2882, -6.8009)
S (3.4331, 0.4954, -6.2079)
O (2.2524, 0.6320, -7.0906)
C (3.1465, -0.8022, -5.0138)
C (2.1643, -0.2182, -3.9636)
C (2.6540, 1.2454, -3.7167)
C (3.5896, 1.7284, -4.8328)
H (4.1673, -0.9313, -4.6540)
H (2.9000, -1.7509, -5.4905)
H (1.1501, -0.3332, -4.3461)
H (2.0691, -0.7105, -2.9958)
H (3.1541, 1.2034, -2.7491)
H (1.8555, 1.9774, -3.5955)
H (4.6229, 1.6559, -4.4935)
H (3.4381, 2.7487, -5.1852)
O (-0.7701, 5.7466, 6.3956)
S (-1.5503, 4.5359, 6.3238)
O (-2.9957, 4.6324, 6.4914)
C (-1.2497, 3.5380, 4.7473)
C (-0.2484, 2.4578, 5.1674)
C (-0.7507, 1.9518, 6.5171)
C (-0.8272, 3.1850, 7.3898)
H (-0.9883, 4.2089, 3.9290)
H (-2.1927, 3.0774, 4.4528)
H (-0.0249, 1.7686, 4.3531)
H (0.6895, 2.9331, 5.4546)
H (-0.0822, 1.1547, 6.8424)
H (-1.7410, 1.4963, 6.5238)
H (0.1476, 3.5560, 7.7066)
H (-1.4933, 3.0738, 8.2454)
O (-5.5481, -3.7927, 4.2479)
S (-4.5336, -3.2372, 3.3849)
O (-3.5221, -4.1681, 2.8161)
C (-5.3996, -2.2725, 2.0953)
C (-4.5648, -1.0150, 1.9204)
C (-3.3981, -0.8172, 2.9044)
C (-3.7587, -1.7774, 4.0946)
H (-6.3486, -1.9752, 2.5415)
H (-5.6421, -2.9334, 1.2632)
H (-4.1776, -0.8440, 0.9159)
H (-5.2121, -0.1727, 2.1645)
H (-3.3526, 0.2219, 3.2304)
H (-2.4541, -1.0762, 2.4252)
H (-4.4319, -1.3339, 4.8283)
H (-2.9324, -2.2145, 4.6551)
O (2.6683, -2.6628, 0.6621)
S (2.6665, -3.4572, -0.5583)
O (1.5551, -3.4119, -1.5312)
C (4.2927, -3.2545, -1.4307)
C (4.7644, -4.6942, -1.7585)
C (4.4914, -5.5207, -0.5173)
C (3.0385, -5.2105, -0.0826)
H (4.9202, -2.8050, -0.6611)
H (4.3183, -2.4601, -2.1767)
H (4.1853, -5.1623, -2.5545)
H (5.8238, -4.8190, -1.9823)
H (5.2677, -5.2927, 0.2131)
H (4.6107, -6.5757, -0.7640)
H (3.0288, -5.3522, 0.9981)
H (2.3509, -5.7747, -0.7126)
O (-5.3309, -3.5290, -1.3202)
S (-4.1850, -4.4379, -1.4099)
O (-4.4978, -5.8610, -1.1855)
C (-3.3174, -4.1774, -3.0313)
C (-1.9246, -4.5077, -2.5807)
C (-1.5907, -3.8946, -1.2263)
C (-2.7523, -4.0652, -0.3214)
H (-3.3674, -3.1216, -3.2975)
H (-3.6369, -4.8073, -3.8615)
H (-1.9238, -5.5937, -2.4866)
H (-1.1936, -4.3013, -3.3625)
H (-1.5082, -2.8223, -1.4041)
H (-0.6469, -4.3106, -0.8737)
H (-3.0059, -3.1407, 0.1974)
H (-2.7233, -4.8436, 0.4411)
O (-4.9332, 5.8382, 0.7772)
S (-4.0074, 4.6858, 0.7461)
O (-3.6143, 3.9807, 1.9218)
C (-4.7152, 3.5003, -0.4652)
C (-4.2222, 3.9851, -1.8540)
C (-2.7981, 4.5743, -1.7238)
C (-2.5582, 5.2207, -0.3523)
H (-5.8040, 3.4760, -0.4184)
H (-4.2826, 2.5382, -0.1907)
H (-4.1536, 3.1531, -2.5547)
H (-4.9088, 4.7066, -2.2970)
H (-2.6441, 5.3240, -2.4998)
H (-2.0177, 3.8348, -1.9031)
H (-2.5086, 6.3036, -0.2390)
H (-1.7114, 4.7688, 0.1643)
C (-1.1727, 1.0609, 1.0857)
C (-1.1347, -0.0098, 0.0092)
C (0.2549, -0.3816, -0.4331)
O (-2.1426, -0.6691, -0.2416)
H (-0.6516, 1.9587, 0.7534)
H (-0.6413, 0.7384, 1.9811)
H (-2.2105, 1.3169, 1.2993)
H (0.1525, -1.3019, -1.0081)
H (0.9568, -0.4854, 0.3944)
H (0.6496, 0.3704, -1.1163)
C (1.0785, -4.4186, 3.5742)
C (0.5397, -3.2637, 4.4033)
C (-0.2077, -2.2224, 3.6828)
O (0.7079, -3.2993, 5.6154)
H (1.2907, -4.1284, 2.5452)
H (0.4467, -5.3005, 3.4685)
H (2.0195, -4.8680, 3.8915)
H (-0.8011, -2.7078, 2.9080)
H (0.4707, -1.5132, 3.2085)
H (-0.7387, -1.5833, 4.3883)
C (0.9841, 4.0161, -1.6100)
C (2.1745, 3.9346, -0.6297)
C (2.9841, 5.1807, -0.3418)
O (2.4438, 2.8425, -0.1285)
H (1.2589, 4.8490, -2.2573)
H (0.1060, 4.2401, -1.0044)
H (0.9186, 3.1032, -2.2020)
H (2.5583, 5.5050, 0.6077)
H (2.8780, 5.9366, -1.1199)
H (4.0253, 4.8819, -0.2207)
C (2.6324, 0.6627, 2.4574)
C (3.4526, 0.7444, 3.6680)
C (4.9730, 0.7272, 3.4542)
O (2.8740, 0.8940, 4.7432)
H (3.0072, 1.4559, 1.8105)
H (1.5784, 0.8098, 2.6932)
H (2.8224, -0.2888, 1.9608)
H (5.4221, 0.9341, 4.4257)
H (5.3089, 1.5181, 2.7836)
H (5.4099, -0.2393, 3.2030)
C (7.0046, 0.3263, -0.8881)
C (5.5979, 0.0362, -1.4222)
C (4.4584, 0.2542, -0.4605)
O (5.4581, -0.1994, -2.6035)
H (7.6665, -0.5277, -1.0316)
H (6.8265, 0.6259, 0.1447)
H (7.4633, 1.1441, -1.4439)
H (3.5282, -0.1066, -0.8994)
H (4.3160, 1.2589, -0.0624)
H (4.6399, -0.3838, 0.4044)

***

Entry 7:
DFT (ωB97M-V with the def2-TZVPD basis set) results for a structure of composition C25H12Cl5MgN5O10S.

Results
- Multiplicity: 1
- Highest occupied orbital energy: -0.0752 Ha
- Charge: -2
- Orbital gap: 5.58 eV
- ΔE to the lowest compared entry with this formula, charge and spin: 18.0 kcal/mol

Atoms and positions in Å:
Mg (-0.0221, -2.6581, -0.0859)
O (1.5363, -3.9944, 0.0455)
C (2.5298, -3.8572, 0.7500)
C (2.7751, -2.8288, 1.7272)
C (3.9595, -2.9421, 2.4608)
C (4.2614, -2.0136, 3.4208)
C (3.4038, -0.9247, 3.6741)
C (2.2502, -0.7851, 2.9672)
C (1.8705, -1.7350, 1.9614)
O (0.7941, -1.5873, 1.3271)
N (5.4872, -2.1541, 4.1862)
O (6.2240, -3.0936, 3.9345)
O (5.7217, -1.3198, 5.0457)
H (3.3390, -4.5997, 0.6443)
H (4.6385, -3.7648, 2.2767)
H (3.6807, -0.2057, 4.4321)
H (1.5803, 0.0472, 3.1271)
Cl (-0.4554, -4.5299, 2.7144)
C (-1.9639, -4.2315, 1.8375)
C (-1.8899, -3.5241, 0.6563)
C (-3.1140, -3.3146, 0.0377)
Cl (-3.1369, -2.3825, -1.4466)
C (-4.3307, -3.7837, 0.5316)
Cl (-5.8214, -3.4939, -0.2994)
C (-4.3390, -4.4999, 1.7258)
Cl (-5.8306, -5.0998, 2.3731)
C (-3.1412, -4.7255, 2.3951)
Cl (-3.1538, -5.6102, 3.8878)
O (0.5516, -1.4741, -3.9213)
C (0.1547, -1.1599, -2.8093)
O (0.2751, -1.9044, -1.7627)
C (-0.5321, 0.1565, -2.5836)
C (-0.8738, 0.9057, -3.6532)
C (-1.6062, 2.1190, -3.4935)
C (-2.1257, 2.4503, -2.2521)
C (-1.7857, 1.6931, -1.1635)
C (-0.7596, 0.6455, -1.1935)
N (-2.3884, 2.0073, 0.0911)
O (-2.0922, 1.3108, 1.0540)
O (-3.2387, 2.8957, 0.1517)
N (-1.9319, 2.9204, -4.6140)
O (-2.5651, 3.9654, -4.4416)
O (-1.5615, 2.5549, -5.7308)
H (-0.6180, 0.5501, -4.6405)
H (-2.8093, 3.2780, -2.1418)
H (-0.9884, -0.1422, -0.4744)
C (-0.9107, 5.7934, -0.2770)
C (0.2165, 4.9410, -0.7773)
C (1.2525, 5.4287, -1.5600)
C (2.2256, 4.5170, -1.9297)
N (2.1727, 3.2287, -1.6306)
C (1.1175, 2.8464, -0.8929)
S (1.0056, 1.1495, -0.4666)
N (0.1795, 3.6640, -0.4111)
H (-0.8655, 6.8048, -0.6803)
H (-0.8808, 5.8338, 0.8120)
H (-1.8594, 5.3316, -0.5453)
H (1.3051, 6.4669, -1.8546)
H (3.0834, 4.8348, -2.5158)

***

Entry 8:
DFT (ωB97M-V with the def2-TZVPD basis set) results for the molecule C20H24Cl2O4 at a distorted geometry.

Results
- SMILES string: COC(=O)[C@@H]1CC(=O)C[C@]2(C)c3cc(Cl)c([C@@H](C)CO)c(Cl)c3CC[C@@H]12
- Multiplicity: 1
- Highest occupied orbital energy: -0.3255 Ha
- Orbital gap: 9.33 eV
- ΔE to the lowest compared entry with this formula, charge and spin: 58.3 kcal/mol

Atoms and positions in Å:
C (1.9271, 4.3990, 5.0755)
O (2.0718, 3.4087, 4.0105)
C (1.0570, 3.1251, 3.1092)
O (-0.1260, 3.3464, 3.2802)
C (1.5877, 2.2274, 1.8887)
C (2.3144, 3.1757, 0.9460)
C (2.3989, 2.6849, -0.4165)
O (3.0774, 3.4669, -1.1467)
C (1.6150, 1.5718, -1.0706)
C (1.1093, 0.4822, -0.0942)
C (2.2298, -0.4417, 0.5312)
C (0.1746, -0.5226, -0.6887)
C (0.4395, -1.0100, -1.9639)
C (-0.4360, -1.9465, -2.5945)
Cl (-0.0958, -2.1484, -4.2768)
C (-1.6309, -2.3081, -1.9192)
C (-2.7534, -3.1569, -2.4904)
C (-3.5911, -2.1888, -3.4318)
C (-2.3730, -4.4830, -3.2869)
O (-1.7029, -5.4206, -2.4865)
C (-1.8806, -1.8308, -0.6214)
Cl (-3.4907, -1.9661, 0.1122)
C (-0.9253, -1.0347, 0.0102)
C (-1.2212, -0.6701, 1.4013)
C (-0.2828, 0.2551, 2.0504)
C (0.4904, 1.2595, 1.1085)
H (2.7120, 4.1827, 5.7853)
H (0.9718, 4.4042, 5.6002)
H (2.1547, 5.4508, 4.8788)
H (2.1838, 1.4979, 2.4262)
H (1.7127, 4.1824, 0.9784)
H (3.3454, 3.2981, 1.2358)
H (2.2195, 1.0700, -1.8195)
H (0.8066, 2.0458, -1.5373)
H (2.9118, -0.0263, 1.1448)
H (1.7815, -1.2170, 1.0029)
H (2.8655, -0.8763, -0.2106)
H (1.2950, -0.8240, -2.4823)
H (-3.4407, -3.4331, -1.7175)
H (-3.0579, -2.0535, -4.4173)
H (-4.5449, -2.5648, -3.6357)
H (-3.7839, -1.2054, -2.9094)
H (-1.7222, -4.2002, -4.1828)
H (-3.3698, -4.8793, -3.7389)
H (-0.8866, -5.7214, -2.9595)
H (-1.4679, -1.5766, 1.9712)
H (-2.1907, -0.1448, 1.5978)
H (-0.8071, 0.7351, 2.8905)
H (0.5188, -0.3475, 2.4600)
H (-0.1903, 1.9287, 0.6031)

***

Entry 9:
DFT (ωB97M-V with the def2-TZVPD basis set) results for the molecule C4H7NO at a distorted geometry.

Results
- Multiplicity: 1
- Highest occupied orbital energy (alpha / beta): -0.3624 / -0.3624 Ha
- Orbital gap (alpha / beta): 8.20 / 8.20 eV
- ΔE to the lowest compared entry with this formula, charge and spin: 101.3 kcal/mol

Atoms and positions in Å:
C (-1.5838, -0.3616, 0.3482)
C (-0.3637, -0.2340, -0.5561)
C (0.6065, 0.8865, -0.1897)
C (1.7869, 0.0887, 0.3145)
O (2.7867, 0.4864, 0.9029)
N (1.6425, -1.2112, -0.0603)
H (-2.2083, -1.2351, 0.1185)
H (-1.2882, -0.3816, 1.4052)
H (-2.2145, 0.5306, 0.1903)
H (-0.6230, -0.2909, -1.6213)
H (0.9339, 1.4366, -1.0787)
H (0.2047, 1.5656, 0.5661)
H (0.2916, -1.2452, -0.3780)